DFT (ωB97M-V/def2-TZVPD) results for a structure of composition C35H21Cl5F5N3O3Sn at a distorted geometry.

Geometry as ORCA input:
```
! RIJCOSX wB97M-V def2-TZVPD def2/J DEFGRID3
* xyz 0 1
Sn -0.21 -0.25 0.19
C 1.18 -4.02 -0.86
C 0.57 -3.43 -2.09
C -0.12 -4.19 -3.01
C -0.63 -3.62 -4.17
C -0.42 -2.28 -4.44
C 0.26 -1.47 -3.55
C 0.54 -0.04 -3.85
C 0.74 -2.05 -2.35
N 1.32 -1.24 -1.41
C 2.62 -1.10 -1.18
O 3.50 -1.70 -1.78
C 2.96 -0.04 -0.17
C 4.26 0.19 0.25
C 4.50 1.27 1.09
C 3.44 2.08 1.47
C 2.16 1.75 1.04
N 1.95 0.72 0.24
C 0.96 2.55 1.45
O 1.09 3.52 2.18
N -0.24 2.09 1.05
C -1.32 2.91 0.88
C -1.20 4.18 0.26
C 0.09 4.66 -0.31
C -2.30 5.02 0.22
C -3.53 4.61 0.70
C -3.68 3.34 1.23
C -2.60 2.49 1.34
C -2.76 1.16 1.98
H 0.84 -5.03 -0.71
H 0.94 -3.42 0.02
H 2.27 -4.02 -0.97
H -0.28 -5.24 -2.82
H -1.18 -4.23 -4.86
H -0.79 -1.86 -5.36
H 0.07 0.26 -4.78
H 1.62 0.11 -3.93
H 0.17 0.60 -3.05
H 5.05 -0.47 -0.08
H 5.50 1.48 1.43
H 3.58 2.94 2.11
H 0.65 3.84 -0.76
H 0.71 5.08 0.50
H -0.08 5.44 -1.05
H -2.19 6.01 -0.20
H -4.38 5.28 0.67
H -4.65 3.01 1.57
H -3.75 1.05 2.41
H -2.01 1.02 2.76
H -2.62 0.37 1.23
Cl -5.63 -2.47 -4.71
C -4.46 -1.64 -3.77
C -3.79 -2.29 -2.74
Cl -4.12 -3.94 -2.41
C -2.84 -1.61 -1.99
Cl -2.05 -2.40 -0.71
C -2.51 -0.27 -2.24
O -1.62 0.38 -1.58
C -3.23 0.37 -3.28
Cl -2.83 2.00 -3.63
C -4.18 -0.30 -4.03
Cl -5.03 0.52 -5.26
F -2.24 -2.36 2.31
C -1.42 -1.67 3.13
C -0.29 -1.06 2.62
C 0.50 -0.39 3.53
F 1.66 0.15 3.12
C 0.17 -0.26 4.87
F 0.95 0.45 5.69
C -0.99 -0.86 5.35
F -1.35 -0.72 6.63
C -1.78 -1.60 4.47
F -2.90 -2.18 4.90
*
```

Output
LUMO level: -3.20 eV
total energy: -4750.8981 a.u.